# 1
Formula: C18H27N2O5P2SSr
Source: the OMol25 dataset
Level of theory: ωB97M-V with the def2-TZVPD basis set

```
56
Properties=species:S:1:pos:R:3
Sr -0.058 0.909 -0.035
S 1.620 0.977 3.513
P 2.504 -0.734 -0.061
P -2.525 1.258 -1.595
O 1.804 2.365 3.851
O 2.767 0.123 3.293
O 2.191 2.333 -2.503
O -1.422 -0.030 1.466
O 0.166 3.153 -1.469
N -0.066 -0.493 -2.180
N 0.579 0.849 2.195
C -0.698 -0.217 3.810
C 1.266 -1.976 -3.579
C -1.124 -1.944 -3.737
C -2.986 2.177 -3.099
C -2.502 -0.465 -2.263
C 2.369 -0.625 -1.844
C 0.103 -2.436 -4.166
C -1.757 -0.906 4.402
C 4.259 -0.408 0.277
C 0.407 0.184 4.534
C -1.692 -1.148 5.770
C -1.183 -0.977 -2.749
C 0.494 -0.055 5.900
C -0.579 -0.718 6.517
C 2.366 -2.528 0.152
C -4.120 1.199 -0.701
C -0.581 0.185 2.415
C 1.168 -1.022 -2.543
H 2.273 -2.312 -3.871
H -2.201 2.052 -3.855
H 2.113 1.417 -2.164
H -4.245 2.139 -0.139
H 0.234 3.067 -0.444
H -2.879 -1.100 -1.453
H -2.582 -1.220 3.763
H 2.194 -2.728 1.209
H 3.286 -3.013 -0.165
H -0.083 4.061 -1.650
H 1.531 -2.935 -0.416
H 4.635 0.432 -0.317
H 3.319 -0.532 -2.398
H -0.555 -0.905 7.590
H 4.340 -0.154 1.342
H -4.093 0.369 0.023
H -2.511 -1.670 6.260
H 0.171 -3.186 -4.949
H 4.851 -1.306 0.073
H -3.083 3.246 -2.860
H 2.256 2.137 -3.469
H -3.939 1.805 -3.498
H -2.045 -2.299 -4.156
H -3.241 -0.494 -3.062
H -4.963 1.070 -1.398
H 1.075 2.747 -2.012
H 1.373 0.280 6.448
```

The value obtained for the HOMO energy is -0.3303 Eh. As for the net charge: +1. Its LUMO energy is -0.158 Ha. The value obtained for the gap between HOMO and LUMO is 4.68 eV.

***

# 2
Formula: C37H52CsN7O2SSb
Source: the OMol25 dataset
Level of theory: ωB97M-V with the def2-TZVPD basis set

```
101
Properties=species:S:1:pos:R:3
Cs -0.370 0.328 0.531
Sb 2.848 -0.006 -2.094
S -0.998 -2.884 -3.377
O 1.839 -0.527 1.676
O -4.141 0.193 0.917
N -2.897 2.086 0.375
N -2.893 -3.020 -1.445
N -0.975 -2.246 4.274
N -0.706 -2.081 2.099
N -1.437 -4.661 -1.412
N -1.742 1.074 -2.101
N -1.570 1.582 2.860
C -1.208 0.633 -3.241
C 5.854 0.997 -1.699
C -2.231 -2.342 3.728
C -2.043 -2.241 2.387
C -3.288 0.881 4.918
C -3.598 2.184 -0.882
C -1.983 1.270 5.194
C -2.923 1.683 -2.145
C 3.153 -2.385 5.136
C 2.206 -1.092 2.755
C 4.412 1.409 -1.421
C 2.249 1.330 -4.756
C -2.816 1.197 2.593
C -1.164 1.597 4.128
C -3.595 1.876 -3.359
C 3.991 -1.553 4.390
C 4.222 1.615 0.083
C -3.329 1.133 1.157
C -3.393 -3.952 -0.450
C 4.398 0.111 -4.913
C 3.671 -2.005 -1.595
C -2.135 -4.756 -0.132
C 2.460 -2.940 -1.623
C -3.656 -1.863 -1.846
C -0.077 -2.074 3.259
C -1.801 0.779 -4.479
C 4.132 2.736 -2.119
C 3.003 0.075 -4.304
C 4.763 -2.547 -2.509
C 3.536 -0.932 3.253
C -1.799 -3.505 -2.053
C 1.848 -2.542 4.705
C 2.227 -1.137 -4.825
C -3.703 0.821 3.607
C -3.032 1.422 -4.532
C 1.350 -1.914 3.562
C 4.187 -1.976 -0.159
H 6.094 0.034 -1.255
H -0.755 -2.159 5.253
H -3.963 0.613 5.723
H -3.544 1.557 -5.478
H -0.466 -4.917 -1.487
H 4.912 1.039 -4.670
H 2.739 -2.079 -4.630
H 6.072 0.943 -2.762
H -0.260 0.116 -3.143
H 2.783 -3.955 -1.357
H -4.570 1.671 -0.837
H -4.690 0.483 3.327
H 4.415 -2.714 -3.527
H 1.253 1.388 -4.324
H 4.595 0.773 0.657
H -3.839 -1.225 -0.977
H -1.605 1.313 6.207
H 5.017 -1.397 4.707
H 6.535 1.737 -1.258
H 3.107 3.074 -1.952
H 5.096 -3.518 -2.120
H -3.808 3.246 -1.069
H 5.023 -0.717 -4.592
H 2.103 -1.053 -5.912
H 1.228 -1.208 -4.385
H -1.559 -4.286 0.672
H 1.971 -2.987 -2.598
H 4.305 2.680 -3.197
H -3.119 -2.434 4.327
H 4.781 2.505 0.396
H 2.134 1.313 -5.848
H 5.143 -1.461 -0.080
H 3.512 -2.898 6.018
H -2.799 -2.184 1.618
H -3.805 -3.425 0.410
H -2.353 -5.791 0.126
H 3.474 -1.511 0.524
H 4.190 -0.285 2.682
H -0.129 1.880 4.295
H 1.192 -3.204 5.264
H -4.556 2.375 -3.359
H 5.635 -1.895 -2.545
H 4.349 -3.006 0.181
H 4.319 0.064 -6.007
H -4.180 -4.583 -0.886
H 4.803 3.508 -1.720
H -4.615 -2.167 -2.280
H -3.085 -1.316 -2.593
H 3.180 1.748 0.375
H -1.326 0.384 -5.366
H 1.711 -2.629 -0.891
H 2.777 2.249 -4.500
```

The value obtained for the HOMO energy is -0.1560 Eh. As for the net charge: -1. Its LUMO energy is 0.077 Ha. The value obtained for the gap between HOMO and LUMO is 6.35 eV.

***

# 3
Formula: C29H71N4O15PS2
Source: the OMol25 dataset
Level of theory: ωB97M-V with the def2-TZVPD basis set

```
122
Properties=species:S:1:pos:R:3
S -0.822 2.952 -3.940
S -1.662 0.912 2.014
P -0.323 4.447 -2.796
O -2.175 -0.974 -6.141
O -0.121 -2.368 2.568
O -4.227 -4.157 -0.663
O -5.431 3.481 1.721
O 0.405 7.561 -2.198
O 8.057 -1.453 2.142
O 2.721 -2.358 0.573
O -8.576 -2.260 1.322
O 0.329 -5.684 -0.347
O -4.608 -1.841 1.952
O -0.351 -0.502 0.136
O 3.972 2.348 1.851
O -2.275 -1.816 -3.606
O 3.089 -6.752 1.844
O 4.797 5.879 -1.998
N -1.802 0.919 -0.697
N 2.645 3.206 -0.377
N -0.104 3.898 -0.178
N -1.214 0.250 -1.732
C 0.674 3.040 3.284
C -4.427 -5.104 -1.712
C 2.659 2.727 1.970
C -6.408 4.400 1.238
C 0.605 3.502 0.913
C 4.072 0.955 1.464
C -0.278 8.787 -2.458
C -1.280 0.457 0.395
C 6.695 2.327 0.485
C -1.515 3.717 2.258
C 5.423 4.800 -2.686
C 5.485 0.455 1.725
C 6.386 0.824 0.545
C -2.369 2.548 1.702
C -1.006 -5.807 -0.836
C -8.665 -3.593 1.814
C -4.675 -3.176 2.457
C 1.933 3.622 -1.380
C -3.692 -1.838 -3.674
C 8.935 -1.577 3.256
C 2.662 -3.344 -0.471
C 2.035 2.689 3.188
C -3.421 -1.556 -6.498
C -0.381 -0.581 -1.203
C 0.570 3.961 -1.289
C 1.970 3.156 0.805
C -0.040 3.418 2.174
C -0.759 -3.581 2.193
C 2.462 -5.486 2.063
H 0.623 -6.561 -0.082
H -3.409 -2.639 -6.341
H 5.863 0.529 -0.360
H -5.722 -3.406 2.641
H 3.321 0.394 2.020
H -3.710 -5.908 -1.570
H 5.421 -0.620 1.842
H -8.124 -3.689 2.760
H 4.716 4.309 -3.360
H 2.409 3.670 -2.351
H 7.826 -2.340 1.852
H -6.914 4.003 0.354
H -9.714 -3.818 1.984
H -1.714 4.560 1.605
H 2.585 2.376 4.059
H -2.022 -1.148 -5.208
H -1.798 -3.549 2.515
H 2.806 -2.868 -1.445
H 3.206 -4.741 2.354
H -1.327 -4.811 -1.134
H -1.473 5.099 -2.331
H -5.437 -5.520 -1.690
H 5.820 4.073 -1.974
H -3.684 -1.631 1.787
H -4.856 -3.442 -0.791
H 1.987 -5.172 1.144
H -4.241 -1.117 -5.922
H 0.700 7.582 -1.283
H 5.819 0.933 2.641
H -3.311 2.562 2.229
H -1.809 3.969 3.269
H 0.401 5.448 -3.451
H -0.721 -3.702 1.108
H -2.013 -0.941 -3.293
H 7.310 0.265 0.640
H -4.276 -3.878 1.724
H 3.503 -7.022 2.667
H -5.887 2.669 1.960
H 4.078 5.509 -1.477
H 0.210 -1.268 -1.776
H -2.559 2.662 0.643
H -4.135 -1.665 -2.688
H 3.454 -4.069 -0.307
H -4.248 -4.634 -2.681
H -4.070 -1.085 -4.372
H 0.388 9.641 -2.316
H 7.631 2.542 -0.015
H 0.184 2.997 4.243
H 1.700 -3.855 -0.443
H -5.891 5.316 0.966
H -0.609 8.765 -3.492
H -3.993 -2.820 -4.030
H -7.647 -2.059 1.176
H 9.194 -0.573 3.583
H -7.149 4.626 2.008
H 6.242 5.212 -3.271
H 6.686 2.729 1.493
H -4.122 -3.263 3.396
H 8.450 -2.104 4.082
H -0.261 -4.426 2.674
H 2.017 -1.722 0.413
H 3.820 0.870 0.406
H -8.262 -4.301 1.083
H -1.056 -6.474 -1.700
H 0.794 -2.420 2.270
H -1.671 -6.177 -0.051
H -1.149 8.895 -1.807
H 1.701 -5.579 2.843
H 5.879 2.836 -0.020
H 9.851 -2.105 2.979
H -3.587 -1.356 -7.554
```

The value obtained for the HOMO energy is -0.3042 Eh. Its LUMO energy is -0.025 Ha. The value obtained for the gap between HOMO and LUMO is 7.61 eV.

***

# 4
Formula: C3H10N2O
Source: the OMol25 dataset
Level of theory: ωB97M-V with the def2-TZVPD basis set

```
16
Properties=species:S:1:pos:R:3
O 1.260 -2.143 -0.455
N 0.034 -1.947 0.398
N 0.688 1.719 -0.196
C 0.723 0.270 0.687
C -1.673 0.569 -0.193
C -0.206 0.358 -0.401
H 0.114 -0.147 -1.303
H -2.118 1.115 -1.027
H 1.485 1.868 -0.806
H 0.384 0.480 1.693
H -2.121 -0.423 -0.122
H -1.885 1.106 0.735
H 0.274 2.528 0.257
H 1.700 -0.160 0.516
H 0.988 -2.836 -1.067
H 0.352 -2.357 1.283
```

The value obtained for the HOMO energy is -0.2241 Eh. Its LUMO energy is 0.020 Ha. The value obtained for the gap between HOMO and LUMO is 6.64 eV.